[1]
14
Properties=species:S:1:pos:R:3:forces:R:3 method="wB97M-V/def2-TZVPD" homo_energy_ev="-7.7 / -7.5" spin_multiplicity=1 orbital_gap_ev="7.546 / 7.503" e_tot_ev=-26714.33868
C -1.55981 -0.10258 0.23418 2.254 -1.645 -0.338
C 1.22872 -0.12591 -0.53482 0.270 0.115 -0.019
C 0.91317 0.94642 0.51409 -0.717 -0.044 0.042
C 0.52177 -1.39491 -0.29550 -2.053 1.139 0.942
N -2.63697 -0.63211 0.13776 -0.442 -0.461 -0.074
O -1.01610 2.12576 -0.91543 -0.060 0.598 -0.829
S -0.83039 1.54933 0.42004 0.751 -0.188 0.522
I 0.96522 -2.50935 1.42172 0.017 0.100 -0.285
H 0.95658 0.25783 -1.52208 0.048 -0.044 0.003
H 2.31748 -0.26121 -0.50708 -0.002 0.046 -0.075
H 1.03346 0.55500 1.52483 0.058 0.008 0.080
H 1.54833 1.82166 0.38044 -0.177 0.133 0.067
H 0.12636 -1.98099 -1.10166 0.028 -0.184 -0.168
H -3.56783 -0.24894 0.24350 0.027 0.426 0.133


[2]
12
Properties=species:S:1:pos:R:3:forces:R:3 method="wB97M-V/def2-TZVPD" homo_energy_ev="-8.1 / -8.1" spin_multiplicity=1 orbital_gap_ev="6.931 / 7.949" e_tot_ev=-21626.20809
C 0.15639 -0.07478 1.75290 2.054 1.075 5.143
C -0.36440 -0.19289 0.63952 -0.722 -0.553 -2.884
C 0.82179 0.75974 0.46669 -0.810 -0.937 -0.244
C -1.18944 -2.27423 -1.17984 0.960 3.175 -2.549
P 0.52592 2.53345 0.11879 2.309 0.696 1.821
I 0.71284 -2.49006 -1.83634 0.367 -0.035 -0.318
H 0.39692 -0.13852 2.89810 -0.611 0.125 -2.835
H 1.84930 0.37520 0.23357 -1.064 0.550 -0.023
H -1.63899 -1.28926 -1.29660 0.000 -0.519 -0.116
H -1.42047 -2.89080 -0.44029 -1.278 -2.520 2.999
H -0.72710 2.93708 -0.17293 -1.916 -0.682 0.027
H 0.87724 2.74507 -1.18357 0.711 -0.375 -1.021